No. 1
The following is a quantum chemistry calculation of a molecular structure, C29H55F3NO16S6V, from the OMol25 dataset.

Structure (XYZ):
```
111
Properties=species:S:1:pos:R:3:lowdin_spin:R:1
O -2.70 1.00 -2.76 -0.27
V -1.24 0.93 -3.33 1.23
C 1.62 -0.91 0.00 0.00
F 1.40 -1.57 1.12 0.00
F 2.77 -0.27 0.10 0.00
F 1.63 -1.63 -1.12 0.00
S 0.14 0.28 -0.14 0.00
O -0.92 -0.37 0.60 0.00
O 0.56 1.55 0.43 0.00
O -0.20 0.35 -1.59 0.01
C 3.13 4.15 -0.36 0.00
C 3.73 3.42 -1.53 0.00
O 3.26 3.54 -2.64 0.00
C 4.93 2.54 -1.28 0.00
H 3.57 3.85 0.59 0.00
H 2.05 4.05 -0.43 0.00
H 3.37 5.21 -0.49 0.00
H 4.71 1.50 -1.08 0.00
H 5.54 2.96 -0.48 0.00
H 5.60 2.52 -2.15 0.00
C 0.39 1.58 3.59 0.00
C 0.88 3.01 3.57 0.00
O 0.31 3.85 2.90 0.00
C 2.24 3.33 4.11 0.00
H -0.69 1.61 3.49 0.00
H 0.81 1.04 4.44 0.00
H 0.83 1.12 2.70 0.00
H 2.30 2.86 5.10 0.00
H 2.47 4.38 4.25 0.00
H 3.01 2.80 3.55 0.00
C 2.60 -4.88 -0.78 0.00
C 2.00 -5.70 -1.82 0.00
N 1.49 -6.40 -2.57 0.00
H 3.32 -5.44 -0.17 0.00
H 1.91 -4.39 -0.11 0.00
H 3.29 -4.16 -1.22 0.00
C 1.13 -2.17 5.24 0.00
C -0.31 -1.99 4.68 0.00
C -0.83 -3.36 4.26 0.00
S 0.60 -4.29 3.62 0.00
O 0.69 -4.43 2.17 0.00
O 0.79 -5.49 4.38 0.00
C 1.86 -3.09 4.25 0.00
H 1.18 -2.44 6.30 0.00
H 1.58 -1.17 5.24 0.00
H -0.21 -1.54 3.69 0.00
H -0.96 -1.40 5.31 0.00
H -1.75 -3.36 3.69 0.00
H -0.99 -3.99 5.14 0.00
H 2.26 -2.50 3.43 0.00
H 2.65 -3.68 4.71 0.00
C 3.52 -1.47 -5.60 0.00
C 3.60 -1.29 -4.08 0.00
C 3.32 0.19 -3.84 0.00
S 1.96 0.59 -4.96 0.00
O 2.24 1.78 -5.72 0.00
O 0.69 0.53 -4.21 0.00
C 2.18 -0.90 -6.05 0.00
H 3.72 -2.49 -5.94 0.00
H 4.33 -0.93 -6.11 0.00
H 4.46 -1.72 -3.57 0.00
H 2.68 -1.78 -3.73 0.00
H 4.14 0.85 -4.14 0.00
H 2.99 0.38 -2.82 0.00
H 1.96 -0.68 -7.09 0.00
H 1.44 -1.66 -5.78 0.00
C -3.16 -3.95 -3.76 0.00
C -2.68 -4.43 -2.39 0.00
C -1.48 -3.58 -1.91 0.00
S -0.92 -2.66 -3.41 0.00
O 0.51 -2.91 -3.56 0.00
O -1.39 -1.27 -3.33 0.01
C -1.86 -3.70 -4.55 0.00
H -3.73 -3.02 -3.80 0.00
H -3.74 -4.70 -4.31 0.00
H -2.41 -5.48 -2.45 0.00
H -3.52 -4.38 -1.71 0.00
H -0.68 -4.26 -1.62 0.00
H -1.66 -2.81 -1.17 0.00
H -1.29 -4.61 -4.72 0.00
H -1.93 -3.24 -5.53 0.00
C -4.03 -0.40 3.63 0.00
C -2.88 0.51 3.99 0.00
C -2.72 1.55 2.87 0.00
S -4.38 1.82 2.23 0.00
O -4.51 1.34 0.87 0.00
O -4.92 3.08 2.66 0.00
C -5.21 0.54 3.32 0.00
H -4.19 -0.94 4.58 0.00
H -3.83 -1.08 2.80 0.00
H -1.96 0.07 4.37 0.00
H -3.18 1.09 4.87 0.00
H -1.93 1.44 2.13 0.00
H -2.42 2.48 3.36 0.00
H -6.12 0.16 2.88 0.00
H -5.42 1.06 4.26 0.00
C -2.65 4.72 0.72 0.00
C -3.47 4.94 -0.54 0.00
C -2.53 5.18 -1.69 0.00
S -1.03 4.16 -1.35 0.00
O 0.15 5.02 -1.39 0.00
O -1.17 2.92 -2.11 0.01
C -1.49 3.80 0.39 0.00
H -3.21 4.44 1.61 0.00
H -2.34 5.75 0.95 0.00
H -4.22 5.73 -0.45 0.00
H -4.02 3.99 -0.62 0.00
H -2.11 6.18 -1.78 0.00
H -2.92 4.83 -2.64 0.00
H -0.66 3.73 1.10 0.00
H -1.72 2.73 0.29 0.00
```

As for the HOMO-LUMO gap (spin up / spin down): 0.235 / 0.252 hartree. Its spin multiplicity is 2. Its expectation value of S² is 0.7958. For the HOMO energy (spin up / spin down), the calculation gives -11.3609 / -11.3609 eV. As for the net charge: +1.

No. 2
The following is a quantum chemistry calculation of 10 unconnected molecules or ions with the total composition C23H32F7N2O23, from the OMol25 dataset.

Structure (XYZ):
```
87
Properties=species:S:1:pos:R:3:lowdin_charge:R:1
N -4.30 -6.75 5.23 0.34
H -4.25 -5.77 5.44 0.15
H -3.93 -7.26 6.03 0.13
H -3.99 -6.97 4.30 0.15
H -5.30 -6.93 5.19 0.07
N -5.89 -10.69 5.26 0.33
H -5.16 -10.43 4.61 0.15
H -6.09 -9.83 5.75 0.05
H -5.53 -11.36 5.93 0.15
H -6.72 -11.01 4.78 0.15
C -6.94 -7.20 8.30 0.04
C -6.42 -7.93 7.09 -0.77
O -6.78 -7.66 5.96 -0.06
O -5.54 -8.82 7.22 -0.08
H -7.63 -6.41 8.01 0.07
H -6.06 -6.92 8.88 0.09
H -7.58 -7.94 8.80 0.08
C -8.54 -11.03 8.53 -0.09
C -9.83 -11.91 8.69 -0.25
O -10.68 -11.01 9.49 0.13
C -9.95 -9.97 9.97 -0.43
O -10.43 -9.01 10.59 0.13
O -8.62 -10.15 9.57 0.01
F -9.57 -12.97 9.43 0.12
H -8.56 -10.42 7.63 0.11
H -7.58 -11.56 8.57 0.14
H -10.43 -12.18 7.83 0.17
C -11.24 -8.06 4.77 0.01
C -10.31 -8.65 5.77 -0.30
O -10.78 -9.96 5.95 0.13
C -11.47 -10.31 4.87 -0.62
O -11.80 -11.47 4.64 0.14
O -11.81 -9.27 4.25 0.13
F -10.47 -7.96 6.94 0.08
H -10.77 -7.47 3.98 0.13
H -12.09 -7.51 5.17 0.16
H -9.27 -8.70 5.45 0.16
C -0.63 -5.16 10.44 -0.02
C -1.55 -4.54 9.31 -0.35
O -2.35 -5.66 9.03 0.12
C -2.60 -6.25 10.20 -0.50
O -3.53 -7.06 10.39 0.12
O -1.60 -5.96 11.06 0.06
F -0.98 -4.22 8.21 0.14
H -0.30 -4.48 11.23 0.15
H 0.09 -5.84 9.98 0.15
H -2.17 -3.73 9.69 0.18
C -8.64 -5.21 4.90 -0.06
C -8.08 -3.78 4.87 -0.33
O -8.63 -3.35 3.70 0.14
C -9.76 -4.05 3.34 -0.44
O -10.58 -3.71 2.48 0.15
O -9.70 -5.27 3.97 0.03
F -6.73 -3.73 4.78 0.07
H -9.11 -5.49 5.84 0.12
H -7.94 -5.93 4.47 0.12
H -8.41 -3.18 5.72 0.16
C -10.22 -5.10 10.65 -0.02
C -10.44 -5.96 9.39 -0.34
O -9.90 -5.19 8.34 0.16
C -9.11 -4.33 8.81 -0.56
O -8.33 -3.64 8.09 0.07
O -9.16 -4.33 10.16 0.06
F -11.72 -6.12 9.23 0.14
H -9.96 -5.59 11.59 0.15
H -11.04 -4.38 10.74 0.15
H -9.88 -6.89 9.37 0.14
C -5.01 -5.29 13.66 0.00
C -5.43 -4.07 12.95 -0.39
O -6.56 -4.49 12.28 0.17
C -6.50 -5.83 12.11 -0.56
O -7.29 -6.51 11.41 0.10
O -5.65 -6.35 12.87 0.13
F -4.45 -3.81 12.14 0.12
H -5.56 -5.18 14.60 0.15
H -3.96 -5.51 13.84 0.16
H -5.52 -3.23 13.64 0.18
C -5.63 -9.72 11.21 -0.04
C -4.40 -9.99 10.38 -0.30
O -4.65 -11.35 10.07 0.10
C -5.47 -11.91 11.02 -0.53
O -5.69 -13.13 11.12 0.12
O -5.98 -10.98 11.77 0.12
F -3.28 -9.90 11.18 0.05
H -6.38 -9.60 10.42 0.12
H -5.68 -8.84 11.85 0.14
H -4.33 -9.34 9.51 0.14
```

As for the HOMO-LUMO gap: 0.323 hartree. Its spin multiplicity is 1. For the HOMO energy, the calculation gives -12.6014 eV. As for the net charge: +1. For the energy above the lowest of the compared OMol25 structures with the same formula, charge and spin, the calculation gives 231.0 kJ/mol.

No. 3
The following is a quantum chemistry calculation of a molecular structure, C27H47IrN5O4P2S5Sb, from the OMol25 dataset.

Structure (XYZ):
```
92
Properties=species:S:1:pos:R:3:lowdin_spin:R:1
Ir 0.60 -0.05 0.29 1.74
C 0.14 -3.32 -4.14 0.00
N -0.25 -2.24 -3.24 0.00
C -0.56 -2.70 -1.89 0.01
P 0.35 -0.72 -3.54 0.00
O 0.12 0.27 -2.46 0.03
O 1.92 -0.92 -3.91 0.00
P 3.02 -0.69 -2.71 0.00
O 2.50 -1.15 -1.41 0.03
N 4.34 -1.53 -3.20 0.00
C 4.46 -2.93 -2.78 0.00
C 4.94 -1.23 -4.50 0.00
N 3.44 0.90 -2.91 0.00
C 2.66 1.80 -3.76 0.00
C 3.91 1.56 -1.68 0.00
N -0.20 -0.19 -5.00 0.00
C -1.57 0.32 -5.00 0.00
C 0.24 -0.73 -6.28 0.00
H 0.93 -3.93 -3.69 0.00
H 0.52 -2.93 -5.08 0.00
H -0.71 -3.96 -4.35 0.00
H 0.21 -3.38 -1.52 0.00
H -1.52 -3.22 -1.89 0.00
H -0.62 -1.86 -1.21 0.01
H 3.92 -3.08 -1.85 0.00
H 5.51 -3.17 -2.62 0.00
H 4.07 -3.62 -3.55 0.00
H 4.80 -0.18 -4.73 0.00
H 4.49 -1.83 -5.30 0.00
H 6.01 -1.44 -4.47 0.00
H 2.36 1.29 -4.68 0.00
H 3.29 2.65 -4.03 0.00
H 1.76 2.17 -3.27 0.00
H 4.48 0.85 -1.07 0.00
H 3.09 1.93 -1.07 0.00
H 4.57 2.38 -1.94 0.00
H -1.79 0.77 -4.03 0.00
H -2.31 -0.47 -5.21 0.00
H -1.67 1.09 -5.77 0.00
H 1.26 -1.10 -6.20 0.00
H 0.22 0.06 -7.03 0.00
H -0.41 -1.55 -6.63 0.00
S 4.88 -1.75 4.10 0.78
Sb 4.90 0.38 3.24 0.15
S 1.85 -1.56 1.66 0.49
S 2.79 0.16 1.38 0.29
S 3.75 1.65 4.80 0.19
O -0.22 0.75 2.48 0.07
S 0.60 1.47 3.52 0.02
C 0.19 0.68 5.13 0.01
C 0.23 -0.81 4.94 0.01
C -0.91 -1.47 4.49 0.00
C -0.87 -2.84 4.25 0.00
C 0.30 -3.55 4.45 0.00
C 1.44 -2.89 4.90 0.01
C 1.41 -1.52 5.14 0.02
C -0.20 3.12 3.78 0.00
C -1.60 3.15 4.34 0.00
C -2.63 2.39 3.78 0.00
C -3.90 2.43 4.34 0.00
C -4.18 3.25 5.43 0.00
C -3.16 4.01 5.97 0.00
C -1.88 3.95 5.45 0.00
H -0.80 1.02 5.43 0.00
H 0.95 1.05 5.82 0.00
H -1.82 -0.91 4.33 0.00
H -1.76 -3.35 3.89 0.00
H 0.34 -4.62 4.26 0.00
H 2.37 -3.43 5.03 0.00
H 2.31 -1.01 5.46 0.01
H -0.16 3.57 2.79 0.00
H 0.50 3.65 4.43 0.00
H -2.41 1.76 2.93 0.00
H -4.69 1.81 3.93 0.00
H -5.17 3.28 5.85 0.00
H -3.36 4.66 6.82 0.00
H -1.08 4.52 5.91 0.00
C -4.27 2.30 0.04 0.00
C -3.85 0.86 -0.33 0.01
C -4.49 -0.16 0.63 0.00
C -4.22 0.55 -1.78 0.00
C -2.39 0.75 -0.19 0.05
N -1.26 0.66 -0.09 0.04
H -5.30 2.46 -0.26 0.00
H -3.64 3.03 -0.46 0.00
H -4.19 2.46 1.12 0.00
H -5.58 -0.03 0.62 0.00
H -4.13 -0.02 1.65 0.00
H -4.25 -1.18 0.32 0.00
H -5.30 0.54 -1.89 0.00
H -3.83 -0.42 -2.08 0.00
H -3.81 1.31 -2.46 0.00
```

As for the HOMO-LUMO gap (spin up / spin down): 0.232 / 0.178 hartree. Its spin multiplicity is 5. Its expectation value of S² is 6.0342. For the HOMO energy (spin up / spin down), the calculation gives -6.0034 / -6.6812 eV. For the energy above the lowest of the compared OMol25 structures with the same formula, charge and spin, the calculation gives 250.4 kJ/mol.

DFT total energy across the listed records, respectively: -164057.4417, -93457.1930, -126534.4617 eV.